{"formula": "C33H39Cl3N3O4RbSeSi", "method": "wB97M-V/def2-TZVPD", "elements": ["Rb", "Cl", "C", "C", "C", "Cl", "C", "O", "C", "Cl", "C", "H", "H", "C", "C", "C", "N", "H", "H", "H", "H", "H", "C", "N", "C", "N", "O", "H", "H", "H", "H", "H", "H", "Se", "C", "C", "C", "C", "C", "C", "H", "H", "H", "H", "H", "O", "H", "H", "C", "C", "C", "C", "Si", "O", "C", "C", "C", "C", "C", "C", "C", "C", "C", "C", "C", "C", "H", "H", "H", "H", "H", "H", "H", "H", "H", "H", "H", "H", "H", "H", "H", "H", "H", "H", "H"], "coordinates": [[-0.0187, -0.0992, 0.0442], [-7.7636, 0.3176, 1.2117], [-6.1528, 0.5630, 0.5574], [-5.0404, 0.2620, 1.3280], [-3.7786, 0.4505, 0.8031], [-2.3931, 0.0593, 1.7813], [-3.5197, 0.9495, -0.5115], [-2.3500, 1.1000, -0.9892], [-4.7191, 1.2277, -1.2327], [-4.5437, 1.8042, -2.8708], [-5.9962, 1.0499, -0.7262], [-5.1514, -0.1229, 2.3336], [-6.8572, 1.2831, -1.3385], [1.9370, -3.5395, 2.7847], [1.3064, -3.7720, 1.4088], [-0.1620, -3.8139, 1.4749], [-1.3113, -3.8196, 1.4607], [3.0201, -3.4753, 2.6880], [1.6905, -4.3502, 3.4707], [1.5878, -2.6005, 3.2092], [1.6493, -4.7008, 0.9565], [1.5927, -2.9712, 0.7261], [-4.5814, -2.6045, -0.8679], [-3.1570, -2.5148, -0.6369], [-2.2568, -1.9586, -1.4869], [-2.7606, -1.4081, -2.6418], [-1.0470, -1.9893, -1.2501], [-5.0443, -3.0306, 0.0192], [-4.8278, -3.2348, -1.7275], [-5.0298, -1.6182, -1.0148], [-2.7395, -3.0065, 0.1397], [-3.6906, -1.0216, -2.5940], [-2.1053, -0.7679, -3.0606], [4.1459, -2.1923, -3.2412], [5.6272, -1.0629, -3.6224], [6.6608, -0.8452, -2.6888], [7.7492, -0.0284, -2.9728], [7.8588, 0.6124, -4.2041], [6.8488, 0.4172, -5.1418], [5.7595, -0.3986, -4.8575], [6.5858, -1.3334, -1.7248], [8.5211, 0.1160, -2.2223], [8.7058, 1.2513, -4.4245], [6.9101, 0.9123, -6.1066], [4.9796, -0.5386, -5.5958], [-1.3926, 3.3794, -2.2972], [-0.4681, 3.1204, -2.3349], [-1.8417, 2.5992, -1.9110], [3.9015, 2.2889, 1.6840], [2.9453, 2.7948, 2.7784], [3.7321, 3.5328, 3.8695], [1.9609, 3.7841, 2.1298], [1.8921, 1.3343, 3.4320], [1.0877, 0.6056, 2.2903], [2.9605, 0.1144, 4.4616], [4.3577, 0.0473, 4.5260], [5.0137, -0.9173, 5.2894], [4.2823, -1.8423, 6.0221], [2.8924, -1.7973, 5.9838], [2.2500, -0.8363, 5.2137], [0.7753, 2.1028, 4.7842], [-0.5402, 2.4647, 4.4609], [-1.3852, 3.0596, 5.3936], [-0.9304, 3.3074, 6.6836], [0.3680, 2.9514, 7.0334], [1.2039, 2.3543, 6.0939], [4.4415, 3.1300, 1.2278], [3.3553, 1.7715, 0.8916], [4.6493, 1.5878, 2.0666], [4.2999, 4.3637, 3.4262], [4.4474, 2.8820, 4.3841], [3.0647, 3.9538, 4.6284], [2.5115, 4.6145, 1.6657], [1.2693, 4.2105, 2.8644], [1.3631, 3.2985, 1.3532], [4.9582, 0.7541, 3.9648], [6.0976, -0.9467, 5.3088], [4.7898, -2.5927, 6.6172], [2.3105, -2.5164, 6.5511], [1.1622, -0.8130, 5.1925], [-0.9088, 2.2557, 3.4585], [-2.3996, 3.3243, 5.1140], [-1.5846, 3.7700, 7.4142], [0.7268, 3.1337, 8.0407], [2.2108, 2.0689, 6.3893]], "forces_ev_per_a": [[1.16, 0.71, -0.16], [0.10, 0.02, -0.04], [-0.01, 0.01, 0.01], [0.07, -0.05, 0.09], [-0.05, -0.01, 0.01], [-0.68, 0.10, 0.47], [0.19, 0.05, -0.10], [-0.35, 0.05, 0.17], [-0.08, -0.06, -0.01], [-0.02, -0.01, 0.04], [0.02, 0.01, -0.09], [0.01, 0.01, -0.03], [0.03, 0.00, 0.01], [-0.03, 0.02, -0.07], [-0.13, 0.10, 0.22], [0.01, 0.11, -0.34], [0.20, -0.13, 0.24], [-0.01, -0.02, 0.00], [0.01, 0.00, 0.02], [0.00, 0.02, 0.00], [0.00, -0.07, -0.02], [-0.08, 0.01, -0.06], [0.09, 0.07, 0.06], [-0.04, 0.01, -0.14], [0.06, -0.26, 0.05], [-0.01, -0.09, -0.07], [-0.61, -0.63, -0.60], [-0.01, -0.02, 0.01], [0.02, -0.01, -0.02], [0.02, 0.02, 0.02], [0.00, 0.03, 0.08], [-0.03, 0.02, 0.02], [0.03, 0.06, -0.01], [0.10, 0.08, -0.02], [0.14, 0.06, 0.00], [-0.03, 0.05, -0.14], [-0.11, -0.05, -0.03], [-0.09, -0.07, 0.02], [-0.06, -0.07, 0.08], [0.10, 0.00, 0.11], [0.02, 0.00, 0.00], [-0.03, -0.02, 0.00], [0.01, 0.01, 0.00], [-0.03, -0.02, 0.00], [0.00, 0.01, -0.02], [0.00, -0.01, -0.06], [0.01, 0.03, 0.00], [0.02, -0.01, 0.05], [-0.03, 0.03, 0.08], [0.06, -0.03, -0.05], [0.00, -0.04, -0.05], [0.06, 0.00, 0.03], [-0.02, -0.12, -0.02], [0.09, 0.07, 0.35], [0.08, -0.05, 0.13], [-0.13, -0.09, 0.02], [-0.11, 0.02, -0.01], [-0.02, 0.06, -0.05], [0.02, 0.03, -0.05], [0.09, 0.10, -0.02], [-0.16, 0.05, 0.04], [0.06, -0.06, 0.01], [0.09, -0.04, -0.01], [0.07, -0.03, -0.05], [-0.02, -0.03, -0.10], [-0.10, 0.04, -0.07], [-0.02, -0.02, 0.02], [0.00, 0.02, 0.05], [-0.06, 0.07, -0.02], [-0.02, -0.02, 0.03], [-0.06, 0.05, -0.05], [0.02, -0.03, -0.05], [-0.02, -0.03, 0.01], [0.06, -0.04, -0.03], [0.04, 0.01, 0.05], [-0.02, -0.04, 0.02], [-0.01, 0.01, -0.01], [0.00, 0.00, 0.00], [0.01, 0.02, -0.01], [0.08, -0.01, 0.01], [0.06, 0.02, 0.09], [0.03, -0.01, 0.01], [0.00, 0.00, 0.00], [0.00, 0.00, 0.00], [-0.05, 0.01, -0.02]], "lowdin_charge": [0.901, 0.591, -0.700, -0.156, -0.563, 0.670, -0.531, -0.234, -0.591, 0.687, -0.172, 0.102, 0.096, -0.084, -0.199, -0.197, 0.165, 0.083, 0.076, 0.063, 0.117, 0.118, -0.073, 0.034, -0.648, 0.183, -0.189, 0.089, 0.082, 0.063, 0.070, 0.059, 0.108, 0.260, -0.796, -0.174, -0.139, -0.156, -0.141, -0.177, 0.074, 0.082, 0.073, 0.081, 0.073, -0.099, 0.019, -0.027, -0.090, -0.599, -0.099, -0.099, 0.373, -0.547, -0.191, -0.092, -0.104, -0.119, -0.109, -0.120, -0.207, -0.089, -0.099, -0.121, -0.111, -0.107, 0.078, 0.078, 0.062, 0.075, 0.061, 0.067, 0.078, 0.073, 0.076, 0.075, 0.091, 0.087, 0.094, 0.108, 0.085, 0.094, 0.086, 0.088, 0.100], "total_charge": -2, "fmax_ev_per_a": 1.37, "e_tot_ev": -158967.7445, "e_lumo_ev": 3.587}

---

{"formula": "C5H6BrIO", "method": "wB97M-V/def2-TZVPD", "elements": ["C", "C", "C", "C", "C", "O", "Br", "I", "H", "H", "H", "H", "H", "H"], "coordinates": [[-3.6193, 1.3639, 0.1862], [0.4349, -0.2017, 0.1068], [0.7324, 0.2954, 1.4163], [-0.2402, 1.0616, 0.5714], [-1.8216, 1.0047, 0.9660], [-4.1177, 2.3687, 0.4341], [-4.4422, -0.3478, -0.2650], [0.3270, 2.9969, -0.2482], [1.0995, -0.0533, -0.7600], [-0.1237, -1.2049, -0.1720], [0.0535, -0.1144, 2.3269], [1.7528, 0.6840, 1.5862], [-2.0048, 1.7973, 1.6570], [-1.9515, 0.0261, 1.4819]], "forces_ev_per_a": [[4.30, -2.31, 1.27], [-1.45, -2.42, -3.98], [-1.26, 0.10, 3.81], [-2.70, 0.50, -1.30], [0.29, -0.13, -0.16], [-0.95, 1.06, -0.30], [-0.18, 0.35, -0.24], [-0.20, -0.96, 0.27], [0.26, 0.11, 0.94], [0.63, 2.23, 1.19], [2.44, 0.51, -1.91], [-0.93, -0.13, 0.38], [0.03, 0.52, 0.64], [-0.31, 0.56, -0.60]], "lowdin_charge": [-0.721, -0.237, -0.205, -0.841, -0.093, 0.058, 0.638, 0.770, 0.095, 0.150, 0.161, 0.112, 0.042, 0.071], "fmax_ev_per_a": 5.05, "e_tot_ev": -85469.0647, "e_lumo_ev": -0.124}

---

{"formula": "C7H9N4O3", "method": "wB97M-V/def2-TZVPD", "elements": ["C", "C", "C", "C", "C", "C", "C", "N", "N", "N", "N", "O", "O", "O", "H", "H", "H", "H", "H", "H", "H", "H", "H"], "coordinates": [[-1.3293, -2.4328, 0.7914], [0.4425, -1.4146, 0.1071], [-0.5894, -0.9604, -0.6590], [1.6748, -0.7177, -0.2591], [-0.0492, 0.0899, -1.6074], [2.2536, 1.1882, -1.7499], [-0.7531, 2.4281, 1.1111], [-1.6890, -1.6582, -0.2264], [-0.0196, -2.2982, 1.0309], [1.2622, 0.2518, -1.1672], [-0.9395, 1.1935, 0.8963], [2.8236, -0.8788, 0.1270], [-0.6606, 0.8495, -2.2751], [-1.7660, 0.4797, 1.7794], [-2.0567, -2.8447, 1.4831], [2.2505, 0.8958, -2.7375], [1.8137, 2.1513, -1.5793], [3.0539, 0.9404, -1.1365], [-0.1913, 3.0166, 0.5349], [-2.6598, -1.5997, -0.5283], [-1.2188, 3.0284, 1.8491], [0.5028, -2.7798, 1.7452], [-2.1553, 1.0716, 2.4701]], "forces_ev_per_a": [[-0.41, 0.21, 1.12], [-0.53, 0.24, -0.57], [1.03, -1.75, 0.34], [2.29, 0.28, 0.43], [-0.32, 0.85, 2.19], [-3.21, -0.68, 1.66], [-2.29, -2.20, 1.78], [-0.22, 0.30, -0.38], [-0.67, 0.06, -0.68], [0.11, -0.96, -0.24], [0.06, 0.51, 0.49], [-1.87, 0.09, -0.30], [-0.41, 0.17, -1.37], [-0.06, 0.81, 0.18], [0.31, -0.46, -0.35], [0.99, 0.03, -2.34], [0.39, 0.76, -0.21], [2.20, 0.26, 0.35], [2.51, 1.47, -2.86], [0.37, 0.25, -0.06], [-0.80, 0.04, 1.32], [0.08, -0.01, 0.13], [0.44, -0.26, -0.63]], "lowdin_charge": [-0.028, -0.085, -0.052, -0.327, -0.360, 0.084, 0.047, 0.200, 0.226, -0.002, -0.042, 0.141, 0.181, -0.062, 0.174, 0.087, 0.102, 0.075, 0.041, 0.202, 0.084, 0.198, 0.117], "total_charge": 1, "fmax_ev_per_a": 4.08, "e_tot_ev": -19498.6928, "e_lumo_ev": -4.159}